Record 1
Formula: C11H23DyO3P2
Source: OMol25
Level of theory: ωB97M-V with the def2-TZVPD basis set

```
40
Properties=species:S:1:pos:R:3:forces:R:3:lowdin_spin:R:1
C 1.684 3.467 -0.420 -0.027 -0.844 0.644 -0.03
C 1.672 4.008 -1.674 0.573 0.525 -0.549 0.00
C 0.640 3.804 -2.637 -0.013 -1.017 -0.001 -0.02
C -0.656 3.296 -2.275 -0.589 1.446 -1.371 -0.01
C -1.046 2.765 -1.081 0.297 -1.100 0.862 0.00
Dy 0.703 1.476 -1.118 0.677 2.865 0.576 5.11
P 1.750 1.591 1.559 0.234 -0.118 0.040 -0.01
H 2.310 3.938 0.350 0.193 -0.017 -0.537 0.00
H 2.498 4.668 -1.996 -0.384 -0.014 0.021 0.00
H 0.784 4.236 -3.640 -0.174 -0.471 0.491 0.00
H -2.088 2.650 -0.771 0.000 0.068 -0.511 0.00
H -1.400 3.438 -3.069 -0.026 0.223 0.052 0.00
H 0.849 1.646 2.661 0.303 -0.249 0.002 0.00
H 2.585 2.644 2.011 -0.260 -0.172 -0.250 0.00
H 2.647 0.573 2.010 -0.321 0.008 0.472 0.00
C 0.389 -1.344 4.049 -0.092 -0.197 0.101 0.00
C 0.799 -1.961 2.731 -0.427 0.078 -0.516 0.00
O 0.322 -1.224 1.559 -0.351 0.396 -0.094 0.00
P -1.209 -0.665 1.246 0.999 -0.209 -1.557 0.00
O -2.004 -2.013 0.902 0.232 -0.183 -0.231 0.00
C -1.560 -3.263 0.274 -0.705 0.180 0.712 0.00
C -0.185 -3.338 -0.324 0.364 -0.487 -0.263 0.00
O -0.850 -0.076 -0.458 -1.058 -2.195 0.835 -0.01
C -1.637 -0.527 -1.685 0.470 0.467 1.695 0.00
C -0.690 -0.515 -2.866 -0.104 0.216 -0.290 -0.01
H 0.734 -0.310 4.105 -0.091 -0.104 0.104 0.00
H 0.833 -1.929 4.866 0.015 0.213 -0.173 0.00
H -0.696 -1.394 4.190 0.148 0.166 -0.077 0.00
H 1.892 -1.992 2.630 -0.322 0.114 -0.078 0.00
H 0.423 -2.991 2.649 0.071 0.180 0.026 0.00
H -1.664 -3.995 1.086 0.019 -0.002 -0.337 0.00
H -2.320 -3.478 -0.486 0.114 0.031 0.183 0.00
H 0.611 -3.349 0.424 -0.148 0.260 -0.247 0.00
H -0.150 -4.318 -0.816 0.019 0.093 -0.042 0.00
H 0.000 -2.588 -1.098 0.043 -0.058 0.354 0.00
H -2.047 -1.532 -1.502 0.266 0.387 -0.027 0.00
H -2.475 0.176 -1.801 0.411 -0.125 0.007 0.00
H 0.170 -1.189 -2.704 -0.247 0.343 -0.080 0.00
H -1.258 -0.901 -3.717 0.217 0.066 -0.085 0.00
H -0.361 0.516 -3.161 -0.321 -0.761 0.138 0.00
```
Forces are in eV/Å.

Output
Kohn-Sham gap (spin up / spin down) in eV: 5.6 / 5.7
2S+1: 6

Record 2
Formula: C41H84IrN5O4PSi6Te
Source: OMol25
Level of theory: ωB97M-V with the def2-TZVPD basis set

```
143
Properties=species:S:1:pos:R:3:forces:R:3:lowdin_spin:R:1
Ir 0.551 0.400 -0.342 2.821 -3.420 -0.190 -0.01
C 0.319 0.313 3.994 0.776 -0.066 0.714 0.00
C 1.662 0.540 4.330 -0.906 -0.249 -0.394 0.00
C 2.626 0.316 3.374 0.208 -0.259 -0.102 0.00
C 2.263 -0.076 2.086 -1.532 -0.110 0.420 0.00
N 0.940 -0.213 1.752 1.009 1.384 1.289 0.05
C 0.015 -0.040 2.710 0.058 -0.374 -0.282 0.01
C 3.173 -0.211 0.976 0.700 -0.119 -1.295 0.00
C 4.539 -0.489 1.132 -0.638 0.334 0.203 0.00
C 5.396 -0.365 0.062 0.319 -0.146 -0.111 0.00
C 4.909 -0.020 -1.190 -0.381 0.046 0.072 0.00
C 3.538 0.118 -1.380 0.295 0.190 -0.091 0.00
C 2.649 0.031 -0.319 -1.893 -0.186 0.155 0.00
H -0.468 0.422 4.721 -0.080 0.150 0.030 0.00
H 1.925 0.908 5.308 0.071 -0.034 0.155 0.00
H 3.667 0.489 3.606 0.097 0.025 -0.076 0.00
H -1.012 -0.194 2.414 -0.040 0.138 -0.140 0.00
H 4.910 -0.777 2.103 0.141 0.021 0.166 0.00
H 6.450 -0.551 0.198 0.140 0.006 0.021 0.00
H 5.587 0.135 -2.015 0.069 -0.112 -0.114 0.00
H 3.168 0.307 -2.378 -0.086 0.082 -0.077 0.00
C -2.982 3.940 2.112 0.170 0.106 -0.056 0.00
C -2.345 4.716 0.962 -0.938 0.674 0.226 0.00
C -3.323 4.862 -0.211 0.360 -0.133 0.271 0.00
C -1.916 6.109 1.439 0.059 -0.366 -0.100 0.00
O -1.202 4.058 0.447 1.034 -0.830 0.221 0.00
P -0.434 2.784 1.094 -0.727 1.358 -0.161 0.00
O -0.202 2.917 2.545 0.141 0.036 -0.203 0.00
O -1.102 1.542 0.545 -0.555 -0.178 -0.245 0.00
O 0.939 2.836 0.210 -1.081 -1.233 -0.357 0.00
C 2.030 3.726 0.451 1.512 0.614 0.071 0.00
C 2.874 3.724 -0.826 -0.360 -0.153 0.245 0.00
C 1.534 5.133 0.751 -0.205 -0.233 -0.131 0.00
C 2.851 3.211 1.632 -0.282 -0.075 -0.125 0.00
H -3.913 4.414 2.417 -0.087 0.020 -0.027 0.00
H -2.294 3.907 2.952 -0.076 -0.006 0.122 0.00
H -3.180 2.914 1.806 -0.138 -0.092 -0.036 0.00
H -4.173 5.472 0.085 -0.121 0.045 0.012 0.00
H -3.678 3.885 -0.536 -0.057 -0.105 -0.053 0.00
H -2.812 5.338 -1.046 -0.010 0.038 -0.089 0.00
H -2.782 6.690 1.748 -0.087 0.051 0.043 0.00
H -1.401 6.637 0.639 -0.007 0.042 -0.077 0.00
H -1.236 6.012 2.280 0.099 0.027 0.160 0.00
H 2.301 4.120 -1.660 -0.064 0.084 -0.112 0.00
H 3.180 2.710 -1.072 0.062 -0.084 0.004 0.00
H 3.761 4.333 -0.678 0.091 0.086 0.002 0.00
H 0.922 5.506 -0.065 -0.057 0.087 -0.089 0.00
H 2.383 5.796 0.894 0.113 0.008 0.028 0.00
H 0.933 5.111 1.654 -0.043 0.184 0.184 0.00
H 3.207 2.207 1.424 0.126 0.000 -0.058 0.00
H 2.225 3.186 2.520 -0.025 -0.012 0.115 0.00
H 3.709 3.852 1.818 0.096 0.143 -0.056 0.00
C 3.322 -5.729 -1.096 -0.738 0.109 0.054 0.00
Si 1.475 -6.137 -1.429 0.706 -0.398 -0.623 0.00
C 1.287 -8.015 -1.062 -0.271 0.739 0.127 0.00
C 1.121 -6.032 -3.311 -0.029 0.280 0.748 0.00
Si -0.006 -4.818 0.016 0.280 -1.065 0.083 0.07
Te -0.371 -2.286 0.122 -0.028 0.937 -0.040 0.68
Si -2.219 -5.825 -0.201 -0.861 -0.148 -0.234 0.01
C -3.493 -5.203 1.090 0.627 0.030 -0.367 0.00
C -2.919 -5.470 -1.947 0.400 0.003 0.613 0.00
C -2.185 -7.730 -0.014 0.425 0.703 -0.017 0.00
Si 0.786 -5.236 2.297 0.200 -0.007 0.538 0.04
C 2.386 -4.242 2.604 -0.581 -0.278 -0.244 0.01
C 1.174 -7.091 2.585 -0.186 0.684 -0.372 0.01
C -0.494 -4.740 3.629 0.327 -0.045 -0.654 0.00
H 3.959 -6.062 -1.911 -0.046 -0.135 -0.218 0.00
H 3.673 -6.220 -0.192 -0.017 -0.139 0.228 0.00
H 3.484 -4.664 -0.973 0.028 0.251 0.001 0.00
H 2.208 -8.545 -1.290 0.253 0.103 -0.069 0.00
H 0.506 -8.455 -1.672 -0.187 -0.019 -0.126 0.00
H 1.042 -8.206 -0.026 -0.046 -0.142 0.288 0.00
H 1.683 -6.786 -3.855 0.196 -0.202 0.101 0.00
H 1.372 -5.066 -3.732 0.057 0.256 -0.060 0.00
H 0.070 -6.210 -3.510 -0.287 -0.043 -0.030 0.00
H -4.029 -4.340 0.711 -0.061 0.168 -0.082 0.00
H -3.011 -4.911 2.017 0.075 0.073 0.214 0.00
H -4.234 -5.962 1.326 -0.019 -0.230 -0.084 0.00
H -2.985 -4.404 -2.134 0.018 0.253 -0.060 0.00
H -3.917 -5.880 -2.074 -0.199 -0.145 0.146 0.00
H -2.292 -5.899 -2.721 0.207 -0.106 -0.162 0.00
H -1.801 -8.031 0.953 0.114 -0.083 0.259 0.00
H -1.567 -8.192 -0.774 0.179 -0.124 -0.181 0.00
H -3.184 -8.144 -0.112 -0.269 0.149 -0.035 0.00
H 3.177 -4.537 1.924 0.143 -0.081 -0.217 0.00
H 2.754 -4.386 3.617 -0.053 -0.094 0.212 0.00
H 2.212 -3.179 2.463 -0.048 0.276 -0.037 0.00
H 2.016 -7.418 1.986 0.200 -0.074 -0.168 0.00
H 0.325 -7.722 2.345 -0.207 -0.137 -0.071 0.00
H 1.425 -7.263 3.627 0.034 0.117 0.247 0.00
H -0.877 -3.742 3.446 -0.110 0.238 -0.036 0.00
H -0.051 -4.745 4.622 0.238 -0.042 0.114 0.00
H -1.336 -5.424 3.650 -0.185 -0.163 -0.069 0.00
C 1.936 -0.910 -5.035 -0.395 -0.017 0.607 0.00
Si 0.968 -1.457 -3.477 0.001 -0.252 0.000 0.00
C -0.400 -2.634 -4.142 0.425 0.613 0.277 0.00
C 2.191 -2.590 -2.524 -0.366 0.504 -0.183 0.00
C 0.102 -0.076 -2.472 0.377 1.714 0.278 0.02
Si -0.158 1.610 -3.349 -0.378 -0.570 -0.789 0.00
C 1.398 2.336 -4.192 -0.473 -0.288 0.325 0.00
C -0.944 3.063 -2.404 0.296 -0.635 -0.102 0.00
C -1.393 1.218 -4.774 0.512 0.328 0.424 0.00
H 2.378 -1.781 -5.512 0.032 -0.246 -0.006 0.00
H 2.740 -0.221 -4.807 0.203 0.197 0.073 0.00
H 1.287 -0.434 -5.762 -0.162 0.157 -0.156 0.00
H 0.006 -3.347 -4.852 0.169 -0.161 -0.119 0.00
H -1.176 -2.075 -4.654 -0.199 0.171 -0.112 0.00
H -0.875 -3.195 -3.342 -0.101 -0.150 0.260 0.00
H 2.954 -2.979 -3.191 0.091 -0.129 -0.263 0.00
H 1.675 -3.430 -2.073 -0.156 -0.144 0.043 0.00
H 2.707 -2.062 -1.732 0.025 0.025 0.163 0.00
H -0.916 -0.458 -2.314 -0.099 0.057 -0.181 0.00
H 2.306 2.179 -3.623 0.284 -0.080 0.201 0.00
H 1.277 3.408 -4.308 -0.110 0.265 0.022 0.00
H 1.541 1.923 -5.182 0.058 -0.184 -0.204 0.00
H -0.187 3.738 -2.018 0.161 0.077 0.096 0.00
H -1.531 2.740 -1.556 -0.136 -0.072 0.111 0.00
H -1.597 3.643 -3.052 -0.064 -0.016 -0.299 0.00
H -1.117 0.320 -5.314 0.124 -0.257 -0.128 0.00
H -1.393 2.039 -5.482 -0.102 0.237 -0.239 0.00
H -2.410 1.088 -4.416 -0.195 -0.008 0.134 0.00
C -3.514 0.522 -1.266 0.182 0.307 -0.203 0.00
N -3.027 -0.666 -0.565 0.167 -0.001 -0.001 0.04
C -3.699 -1.833 -1.118 0.087 -0.189 -0.164 0.02
N -5.149 -1.754 -1.003 -0.091 -0.238 -0.110 0.00
C -5.584 -0.548 -1.708 -0.181 0.040 -0.167 0.00
N -4.962 0.658 -1.172 -0.172 0.195 -0.069 0.00
C -5.314 0.755 0.241 -0.158 0.151 0.063 0.00
N -4.865 -0.413 0.991 -0.149 -0.020 0.372 0.00
C -3.422 -0.520 0.835 0.184 0.019 0.316 0.00
C -5.472 -1.605 0.416 -0.149 -0.097 0.035 0.00
H -3.232 0.468 -2.320 0.062 -0.033 -0.012 0.00
H -3.044 1.396 -0.812 0.036 -0.039 -0.078 0.00
H -3.346 -2.720 -0.585 -0.030 -0.010 -0.016 0.01
H -3.435 -1.926 -2.177 0.050 -0.023 0.013 0.00
H -6.669 -0.454 -1.618 0.038 -0.026 -0.014 0.00
H -5.329 -0.640 -2.769 -0.004 -0.020 0.091 0.00
H -6.401 0.843 0.330 0.056 0.012 0.026 0.00
H -4.849 1.649 0.670 -0.055 -0.065 -0.063 0.00
H -3.066 -1.386 1.402 -0.019 -0.011 -0.022 0.00
H -2.953 0.384 1.227 0.038 -0.059 -0.009 0.00
H -6.557 -1.555 0.531 0.023 0.008 0.007 0.00
H -5.097 -2.482 0.955 -0.106 0.092 -0.030 0.00
```
Forces are in eV/Å.

Output
Kohn-Sham gap (spin up / spin down) in eV: 6.0 / 5.1
2S+1: 2

Values of relative energy (zero: lowest compared OMol25 entry of this formula, charge and spin), in order: 0.0, 85.9, all in kcal per mole.